No. 1
This record from the Open Molecules 2025 dataset describes a cluster of 7 separate species, C18H42BF4NO11 in total at a distorted geometry. The level of theory is ωB97M-V/def2-TZVPD.

```
77
Properties=species:S:1:pos:R:3:forces:R:3
N -20.236853 -27.834760 -13.251602 -0.3 -1.2 -0.2
H -19.392722 -27.290377 -13.357342 1.9 1.3 -1.2
H -21.073373 -27.271900 -13.192293 -0.2 0.4 0.4
H -20.026503 -28.443627 -12.473692 -0.7 -0.2 0.5
H -20.286968 -28.400062 -14.087085 0.3 0.0 -0.4
C -15.945359 -28.082488 -12.962460 0.4 -0.3 -0.3
C -16.506173 -26.785956 -13.496860 -3.4 0.9 -1.5
C -15.444124 -25.921326 -14.219199 -0.3 -0.9 0.5
O -17.750839 -26.915330 -14.233341 1.8 -0.4 1.6
H -16.612200 -28.650840 -12.314086 -0.3 0.4 0.3
H -15.026169 -27.851632 -12.424024 0.3 -0.3 0.2
H -15.735946 -28.791977 -13.763000 0.3 0.1 -0.3
H -16.764663 -26.178155 -12.629764 0.1 0.3 0.9
H -14.917141 -26.552603 -14.934665 0.3 0.2 -0.2
H -14.793902 -25.585537 -13.411391 0.6 0.1 -0.2
H -15.849873 -25.036836 -14.710255 -0.3 -0.3 0.0
C -21.045788 -30.205343 -17.450516 0.8 0.3 0.3
C -20.511567 -30.006214 -15.988817 -0.1 0.4 -1.4
C -20.354720 -31.380931 -15.404816 0.7 -1.8 0.9
O -19.275460 -29.322355 -15.893961 -1.1 -0.9 -0.1
H -21.242731 -29.246998 -17.931034 0.1 -0.1 0.0
H -21.923300 -30.847123 -17.529193 -0.3 0.3 0.5
H -20.298604 -30.766399 -18.011796 0.3 0.3 -0.1
H -21.250928 -29.426986 -15.435713 -0.2 0.1 0.2
H -20.351495 -31.519245 -14.323624 -0.3 0.7 0.2
H -19.411723 -31.867275 -15.654457 0.3 0.4 -0.5
H -21.082549 -32.085191 -15.807775 -0.3 0.3 0.0
B -21.505528 -25.820362 -15.239703 0.2 2.0 -2.4
F -22.610602 -26.598263 -15.406319 -1.5 -1.8 -0.6
F -20.350644 -26.344815 -15.748221 0.5 -1.0 -0.5
F -21.752879 -24.571449 -15.882676 -0.1 0.1 0.1
F -21.365940 -25.626593 -13.919181 0.3 0.9 3.2
C -21.915629 -21.923929 -7.049173 -0.9 0.5 0.1
C -21.165868 -23.142098 -7.414098 2.1 -1.7 1.8
O -20.824355 -23.112368 -8.763004 0.8 -1.3 -2.7
C -20.157117 -24.193695 -9.364437 1.1 -0.5 1.6
O -19.640940 -25.120224 -8.737890 -1.3 1.4 -0.7
O -20.068915 -24.008290 -10.660118 -1.1 1.9 1.1
C -19.471587 -24.915381 -11.552795 0.7 -1.5 -0.2
H -21.399281 -21.413233 -6.236355 -0.2 0.2 -0.1
H -22.925538 -22.154584 -6.710087 -0.2 0.3 -0.3
H -21.872826 -21.310867 -7.949419 -0.5 0.4 0.3
H -21.490480 -24.133314 -7.097514 -1.0 0.0 -0.4
H -20.293960 -23.070703 -6.763887 0.9 -0.2 -0.5
H -19.680931 -24.556538 -12.560523 -0.1 -0.3 0.2
H -19.843809 -25.917306 -11.339021 -0.6 0.2 -0.4
H -18.397328 -25.052241 -11.428947 0.2 0.7 0.2
C -22.574063 -29.016395 -7.877924 -1.6 0.0 -1.5
C -22.596599 -27.573177 -8.384383 0.6 -0.4 -0.1
O -23.654464 -27.322693 -9.419961 1.1 0.0 1.1
C -23.238438 -26.940659 -10.645662 -1.8 -0.4 -0.6
O -22.114464 -27.068813 -11.055325 -0.9 0.7 -0.2
O -24.407616 -26.521141 -11.345871 1.7 -1.1 4.0
C -24.170283 -25.818961 -12.516815 0.1 0.0 -1.4
H -21.722362 -29.371116 -7.297507 -0.1 0.7 0.2
H -22.614335 -29.632941 -8.775889 0.0 -0.3 0.0
H -23.537750 -29.100133 -7.375542 0.2 -0.8 0.4
H -21.586360 -27.389714 -8.750266 -0.4 0.8 -0.4
H -22.841774 -26.985135 -7.499964 0.0 0.7 -0.6
H -23.869295 -26.619857 -13.192145 0.7 1.1 -0.8
H -23.530938 -24.956466 -12.328548 0.6 -0.5 -0.5
H -25.093737 -25.378112 -12.892293 -0.3 -0.4 0.3
C -19.535942 -33.679572 -10.427608 -0.3 0.7 1.0
C -20.114002 -32.231266 -10.488506 -0.1 -1.5 -2.0
O -19.132378 -31.281204 -10.094312 0.1 -2.5 1.3
C -19.285738 -30.026384 -10.312517 -0.7 2.8 -1.9
O -20.061467 -29.528852 -11.131492 0.5 -1.0 1.4
O -18.412238 -29.349766 -9.589162 0.3 -1.1 -0.2
C -18.355483 -27.939974 -9.689122 -0.8 1.0 0.9
H -19.323300 -33.868384 -9.375364 0.1 -0.3 0.0
H -18.631897 -33.926707 -10.984146 0.0 0.7 -0.2
H -20.285815 -34.407328 -10.737699 -0.2 0.2 0.0
H -21.065597 -32.189781 -9.958552 0.4 0.3 0.8
H -20.446438 -32.047224 -11.510122 0.4 0.4 -0.2
H -18.947278 -27.513946 -10.499295 0.4 -0.4 -0.2
H -17.317522 -27.607726 -9.670472 -0.1 -0.2 -0.3
H -18.850280 -27.599481 -8.779551 0.2 0.4 0.0
```
Positions in Å, forces in eV/Å.

Output
⟨S²⟩: 0.754
HOMO-LUMO gap (alpha / beta) (Eh): 0.200 / 0.176
Spin multiplicity: 2
Calculated total energy (eV): -54909.510
Total charge: -1
LUMO level (alpha / beta) (eV): 2.1 / 1.5
HOMO energy (alpha / beta) (eV): -3.312 / -3.302

Mulliken atomic charge list, values in e, 2 entries:
1 N 1.40
2 H 0.18

No. 2
This record from the Open Molecules 2025 dataset describes a structure of composition C28H95N7O16 at a distorted geometry. The level of theory is ωB97M-V/def2-TZVPD.

```
146
Properties=species:S:1:pos:R:3:forces:R:3
C -23.746810 -0.382380 -22.779480 3.5 -0.6 1.5
C -22.977480 -1.192020 -21.655710 -0.3 0.8 -1.4
C -22.128650 -0.346720 -20.628840 -2.8 -1.6 0.4
O -21.121700 0.397400 -21.143600 0.5 -1.0 0.7
C -20.228970 0.863950 -20.156020 -4.0 -2.6 4.9
N -24.000140 -2.028230 -20.975110 1.3 0.4 0.2
H -23.227340 0.524660 -23.088580 0.2 0.0 0.1
H -24.716700 -0.099570 -22.370300 4.8 0.3 -0.1
H -23.902810 -1.008250 -23.658140 0.0 -0.4 0.1
H -22.235990 -1.845990 -22.114630 -1.6 0.0 0.1
H -21.674040 -1.089780 -19.973640 -0.4 0.0 0.7
H -22.887620 0.264620 -20.140660 0.6 0.1 0.7
H -19.696210 0.140230 -19.539180 -0.5 -0.9 -0.1
H -20.668600 1.581160 -19.462890 -0.9 0.0 0.3
H -19.459490 1.411950 -20.699800 -0.7 -2.2 2.1
H -24.617790 -2.378530 -21.693370 -0.1 -0.3 -0.1
H -23.413320 -2.803620 -20.702130 -0.6 -0.7 0.6
C -24.811950 6.163510 -24.491480 -1.6 3.8 -1.9
C -26.022140 6.499520 -25.418070 -1.9 -0.5 1.3
C -27.377950 6.764180 -24.619220 1.5 0.1 -0.8
O -27.820720 5.598960 -23.911090 -0.2 1.8 0.1
C -29.234210 5.662670 -23.717070 0.5 -1.3 1.6
N -25.754240 7.659910 -26.245920 1.0 0.4 -0.5
H -25.060120 5.542000 -23.631100 0.2 1.8 -1.0
H -24.454390 7.131400 -24.140130 -0.7 0.2 -0.5
H -23.967970 5.938570 -25.143560 -1.0 -1.0 0.9
H -26.329470 5.669800 -26.054640 0.8 0.1 0.3
H -28.100350 7.046370 -25.385130 -0.3 -0.1 -0.1
H -27.277720 7.632480 -23.967990 0.1 0.0 0.3
H -29.383870 4.879880 -22.973470 -0.2 0.5 0.8
H -29.881020 5.213990 -24.471010 0.4 0.8 -1.1
H -29.512720 6.651440 -23.352570 -0.3 -0.2 -0.2
H -24.910160 7.422160 -26.747010 1.0 0.3 0.4
H -26.320480 7.735190 -27.078870 -1.2 -0.1 0.3
C -25.180990 0.808930 -20.258670 0.0 1.3 -0.1
C -26.474320 0.882240 -21.067310 1.1 -1.7 1.0
C -26.178430 0.410420 -22.496620 -4.9 2.6 -0.2
O -25.674480 1.604370 -23.318310 1.1 -9.0 4.5
C -25.407150 1.129480 -24.609250 -2.0 -3.1 -1.3
N -27.342330 -0.097090 -20.329100 -0.4 0.4 -1.2
H -24.498340 1.534990 -20.700170 -0.1 -0.2 0.2
H -24.648420 -0.141280 -20.298250 -0.9 0.0 0.3
H -25.440810 1.103100 -19.241780 0.4 -0.1 0.0
H -26.856000 1.902140 -21.020160 -0.3 -0.2 -0.2
H -27.141290 0.130620 -22.924080 -0.2 0.2 -0.4
H -25.624770 -0.528030 -22.526240 -2.8 0.2 -0.4
H -26.429970 1.121110 -24.985900 1.6 -2.4 0.0
H -24.937350 0.147440 -24.663850 -0.8 -0.4 0.8
H -24.764620 1.683990 -25.293190 -2.3 0.4 1.1
H -28.315600 -0.013690 -20.585780 -0.5 0.8 0.1
H -27.186870 -0.986720 -20.781310 0.7 -0.7 0.3
C -21.193470 8.143880 -22.152040 -0.6 -0.1 0.3
C -22.054600 6.892230 -22.507540 1.2 1.2 -0.8
C -23.596050 7.109840 -22.190570 2.3 -1.9 0.7
O -23.640460 7.155000 -20.788380 -1.2 -0.1 1.5
C -24.431830 6.086930 -20.135860 1.1 1.2 -1.6
N -21.703150 6.513440 -23.895960 -0.5 1.5 2.1
H -21.641620 9.107480 -22.394410 -0.3 -0.1 -0.5
H -20.248050 8.070080 -22.689470 0.0 0.0 0.2
H -21.049960 8.226070 -21.074660 0.2 -0.3 0.1
H -21.558230 6.109500 -21.933910 -1.3 1.0 -0.2
H -24.141550 6.276100 -22.632620 0.5 0.1 1.4
H -24.026980 7.956540 -22.724890 0.3 0.8 0.7
H -25.481240 6.255640 -20.377460 -0.2 0.0 0.5
H -24.188250 6.039540 -19.074480 -0.2 0.6 0.0
H -24.122950 5.138380 -20.575140 -1.6 2.6 0.1
H -21.872510 5.525140 -24.017100 0.0 1.2 0.4
H -22.367010 7.042480 -24.443230 0.5 -0.3 -0.4
C -28.156760 2.423470 -24.043760 -0.9 -0.7 -0.4
C -27.180360 2.786570 -25.180150 -3.6 0.7 -1.2
C -27.790290 3.906900 -26.076160 -1.1 0.9 0.7
O -29.006390 3.655130 -26.836990 0.7 0.4 -1.2
C -29.480570 4.881500 -27.491020 0.6 -0.9 0.7
N -25.949890 3.311680 -24.594050 -13.4 -2.0 -10.7
H -28.240430 3.199440 -23.282860 -0.1 0.1 -0.2
H -27.924840 1.501920 -23.509860 0.3 0.4 -0.2
H -29.111430 2.134260 -24.483140 -0.5 0.6 0.0
H -27.038020 1.841180 -25.703670 -0.9 1.7 -1.5
H -27.013970 4.465020 -26.599530 0.0 -1.3 -1.3
H -28.071700 4.723760 -25.411590 0.0 -0.9 -0.2
H -30.063030 5.429910 -26.750690 -0.1 0.3 -0.2
H -30.050310 4.699970 -28.402360 -0.4 -0.7 0.4
H -28.689230 5.514190 -27.893000 0.6 0.0 0.5
H -25.771050 2.720460 -23.794940 -3.2 1.4 -1.9
H -26.088380 4.272770 -24.316130 -8.9 -2.0 -0.9
C -21.713670 2.606600 -22.211060 -2.0 -1.6 -1.2
C -21.472420 2.422540 -23.799330 -2.4 3.4 0.0
C -22.429360 3.367780 -24.669180 2.7 -0.2 1.2
O -23.821160 2.991480 -24.605950 1.6 6.9 4.3
C -24.616580 3.784070 -23.698760 9.0 2.2 7.0
N -20.041180 2.521930 -24.076150 -6.5 13.9 -1.6
H -22.671280 2.172670 -21.923340 0.1 -0.4 -0.9
H -21.706450 3.622910 -21.817160 -1.1 -1.4 -1.1
H -20.988640 2.003250 -21.664810 -1.3 1.0 -0.7
H -21.600800 1.399160 -24.151900 -3.4 2.1 1.4
H -22.069980 3.071110 -25.654550 -0.2 0.8 -0.3
H -22.190050 4.425180 -24.556360 -0.6 -1.4 0.4
H -25.187620 3.127180 -23.042630 3.3 2.8 3.0
H -25.304710 4.391700 -24.286440 10.4 1.8 2.6
H -24.055700 4.321030 -22.933790 1.9 0.1 -0.7
H -19.829880 2.135600 -24.985110 2.4 3.2 1.9
H -19.562500 2.000720 -23.355520 -1.6 4.2 0.4
C -18.134490 -0.446120 -22.808870 1.1 -2.0 1.6
C -19.410360 -0.514810 -23.641350 -2.4 -3.2 0.6
C -20.562970 -1.363450 -23.069360 1.0 -1.5 -0.7
O -20.143930 -2.704230 -22.717060 -0.3 0.8 0.5
C -20.809840 -3.281070 -21.608380 0.5 -1.4 -0.4
N -20.008700 0.834560 -23.854600 -0.2 -16.6 2.6
H -17.265830 -0.169620 -23.406430 -0.1 0.1 0.0
H -17.847240 -1.376820 -22.319590 -0.5 -0.6 -0.5
H -18.194300 0.222310 -21.949970 0.0 -0.7 -0.1
H -19.115780 -0.846780 -24.636900 -0.1 -0.4 -0.2
H -21.323770 -1.435810 -23.846560 0.2 -0.7 0.0
H -21.142150 -0.901140 -22.270030 2.4 0.0 -1.0
H -20.955760 -2.695820 -20.700480 0.5 0.4 -0.2
H -20.211990 -4.157800 -21.359350 0.1 0.0 0.2
H -21.784020 -3.685060 -21.883820 -0.3 -0.1 -0.2
H -20.674270 1.071750 -23.132890 1.0 -2.3 1.4
H -20.562130 0.779110 -24.697650 5.1 -2.2 7.2
O -20.377420 1.875500 -25.952910 -0.4 1.0 -9.7
H -20.431580 1.529380 -26.843690 -0.1 -0.2 -0.7
H -20.765340 1.192380 -25.406010 -1.8 2.9 -6.1
O -19.831330 3.493390 -22.158650 1.9 9.7 2.4
H -20.077580 4.415010 -22.079870 0.9 0.2 -0.3
H -20.111960 3.244440 -23.039280 0.8 1.2 -2.3
O -22.446900 5.880980 -25.958150 0.0 -0.2 -2.9
H -22.832200 5.005120 -25.983550 -0.1 -0.3 -0.6
H -21.791730 5.875280 -26.655970 0.4 0.1 -0.3
O -23.738040 3.701240 -21.106050 -1.0 -1.3 0.8
H -23.445030 4.209570 -20.349760 1.2 -1.0 0.4
H -23.747070 2.795230 -20.797340 0.1 0.0 0.1
O -18.819090 1.950170 -21.299590 6.5 2.1 7.5
H -18.454840 1.848410 -22.178910 2.7 1.4 4.6
H -19.434130 2.679480 -21.377520 0.5 0.8 1.0
O -21.585980 5.010820 -20.424830 0.3 0.2 1.5
H -21.138430 4.975180 -21.270200 -0.2 0.0 0.7
H -20.986220 4.577840 -19.817330 0.3 -0.2 0.3
O -21.281450 0.038250 -25.190800 -7.7 -9.6 -5.8
H -22.216450 0.044440 -24.985910 -0.6 0.1 -0.1
H -21.178840 -0.673750 -25.822270 0.2 -0.5 -0.7
O -23.384410 1.455870 -25.822290 3.4 -5.4 -5.4
H -23.647000 0.695330 -25.303770 0.1 -0.1 -0.5
H -23.163890 2.124140 -25.173430 -0.3 -2.2 -0.7
O -18.474290 1.745380 -23.132110 15.4 3.7 -9.6
H -18.245940 2.287230 -23.887420 1.3 0.8 0.0
H -18.887460 0.968970 -23.509880 -0.3 -1.2 -1.7
```
Positions in Å, forces in eV/Å.

Output
HOMO-LUMO gap (Eh): 0.202
Calculated total energy (eV): -73694.422
Energy relative to the best compared isomer or geometry (same formula, charge and spin) (eV): 70.684
LUMO level (eV): -0.4
HOMO energy (eV): -5.894

Mulliken atomic charge list, values in e, 2 entries:
1 C 0.09
2 C -0.61